Record 1
The following is a quantum chemistry calculation of the molecule C3H6ClNO2 in a non-equilibrium geometry, from the OMol25 dataset.

XYZ file:
```
13
Properties=species:S:1:pos:R:3:forces:R:3:nbo_charge:R:1
C -1.593 -1.012 0.516 0.865 2.074 1.910 -0.415
H 2.275 -1.431 -0.893 1.334 -1.312 -1.086 0.478
H -1.882 -0.788 1.562 0.218 -0.100 -0.500 0.228
Cl -2.636 0.080 -0.444 -0.187 -0.521 -0.248 -0.051
O 1.842 -0.776 -0.402 0.689 1.378 0.607 -0.555
N 0.608 -1.311 -0.288 -0.254 -1.567 -0.624 -0.189
H 0.378 2.599 0.137 -0.201 -0.482 -0.172 0.190
C 0.707 1.595 -0.176 -1.951 0.571 -1.841 -0.245
C -0.159 -0.547 0.320 -1.777 0.633 0.675 0.465
H 0.228 1.293 -1.163 0.624 0.883 0.948 0.180
H 1.759 1.681 -0.353 0.796 -0.757 0.521 0.191
H -1.703 -2.063 0.408 -0.255 -0.636 -0.928 0.239
O 0.177 0.678 0.774 0.098 -0.164 0.736 -0.515
```
Positions in Å, forces in eV/Å.

Lowest unoccupied orbital energy, eV: 0.875
E_HOMO, eV: -9.71
SMILES: CO/C(CCl)=N\O
Relative energy (zero: lowest compared OMol25 entry of this formula, charge and spin), kcal/mol: 64.12
Kohn-Sham gap, eV: 10.59
2S+1: 1

Record 2
The following is a quantum chemistry calculation of the molecule C5H9NS in a non-equilibrium geometry, from the OMol25 dataset.

XYZ file:
```
16
Properties=species:S:1:pos:R:3:forces:R:3:nbo_charge:R:1
H 1.923 0.922 -0.232 0.030 0.354 0.091 0.223
H 0.953 -0.601 2.115 -0.292 -0.297 -0.132 0.215
C 0.784 -0.609 1.033 0.876 0.291 -0.412 -0.269
C 2.053 -0.033 0.254 -0.623 -0.221 0.778 -0.382
S -2.268 1.462 -0.547 1.135 -0.273 -0.218 0.123
H 1.547 -0.935 -1.647 -0.211 -0.301 0.419 0.207
C -0.577 -0.046 0.714 0.797 -0.566 0.122 0.107
H -1.419 -0.507 1.254 0.036 0.315 -0.123 0.163
H 1.636 -2.643 0.901 -0.081 -0.053 0.184 0.210
H -1.838 2.154 -1.632 -0.207 -0.225 0.409 0.125
H 0.247 -2.503 -0.175 -0.146 0.185 0.289 0.208
N -0.660 0.817 -0.197 -1.307 0.941 -0.424 -0.531
H 2.918 -0.026 0.946 -0.398 0.017 -0.511 0.202
C 1.069 -1.947 0.286 -0.030 -0.928 -0.070 -0.393
C 1.999 -1.250 -0.692 0.399 1.223 -0.637 -0.410
H 2.965 -1.664 -0.963 0.023 -0.460 0.234 0.204
```
Positions in Å, forces in eV/Å.

Lowest unoccupied orbital energy, eV: 0.956
E_HOMO, eV: -8.93
SMILES: S/N=C/C1CCC1
Relative energy (zero: lowest compared OMol25 entry of this formula, charge and spin), kcal/mol: 38.28
Kohn-Sham gap, eV: 9.88
2S+1: 1

Record 3
The following is a quantum chemistry calculation of a 12-piece molecular cluster, C49H127N5O17 overall in a non-equilibrium geometry, from the OMol25 dataset.

XYZ file:
```
198
Properties=species:S:1:pos:R:3:forces:R:3:lowdin_charge:R:1
H 16.196 -16.610 44.391 -0.246 -0.099 0.292 0.079
H 7.734 -18.476 45.482 0.561 -0.411 -0.028 0.105
H 16.143 -22.682 46.451 -0.075 -0.057 -0.091 0.110
H 6.893 -11.370 43.115 0.126 -0.017 -0.112 0.121
C 13.985 -18.029 41.088 -0.136 0.483 -0.264 -0.056
C 3.501 -14.254 42.206 0.162 0.962 0.269 -0.222
H 21.718 -13.586 41.831 -0.087 0.055 -0.015 0.128
H 3.716 -18.289 41.441 -0.172 0.028 -0.065 0.095
H 14.506 -22.861 43.241 0.008 0.259 0.073 0.077
C 17.933 -19.512 48.019 -1.181 -0.326 0.033 -0.475
H 19.826 -14.715 45.897 -0.045 0.334 -0.211 0.127
H 15.052 -23.911 44.508 0.095 0.102 0.282 0.085
H 8.350 -16.270 47.129 0.017 -0.045 -0.114 0.108
C 18.429 -15.243 44.355 -0.285 0.460 -0.196 -0.234
C 6.081 -16.823 48.394 -0.395 -0.425 0.078 -0.115
C 19.829 -15.246 44.931 -0.296 -0.803 0.576 -0.223
H 8.014 -7.710 45.281 -0.105 0.055 0.139 0.075
C 12.712 -12.226 42.182 -0.369 -0.489 0.231 -0.098
C 15.256 -20.458 44.273 -0.883 -0.252 1.006 -0.034
H 13.236 -14.687 51.528 -0.045 0.049 -0.039 0.077
H 16.133 -20.568 48.711 0.388 -0.118 -0.286 0.048
C 14.723 -22.886 44.312 0.126 -0.097 -0.181 -0.051
C 11.790 -16.455 44.235 0.032 -0.589 -0.488 -0.029
H 6.416 -21.741 43.338 -0.006 -0.106 0.074 0.088
H 7.482 -19.914 42.399 -0.049 -0.015 -0.052 0.122
H 12.155 -22.504 53.216 -0.013 -0.164 0.171 0.127
H 21.590 -11.890 42.436 0.086 -0.096 -0.222 0.123
O 14.809 -19.508 39.322 -0.189 0.429 -0.063 -0.049
O 17.515 -15.447 45.408 0.096 0.272 0.460 -0.188
H 4.987 -12.742 43.911 0.085 -0.283 -0.015 0.125
C 8.431 -6.742 45.581 0.232 -0.020 -0.110 -0.116
H 13.159 -13.472 49.291 0.140 0.148 0.130 0.135
H 6.319 -18.645 42.821 -0.303 -0.339 0.226 0.110
H 15.201 -17.513 39.378 -0.363 -0.089 -0.115 0.136
O 7.436 -13.332 43.436 -0.192 -0.115 0.203 -0.194
C 13.324 -17.834 45.720 0.207 0.026 -0.017 -0.042
O 3.967 -16.558 42.558 -0.131 0.180 0.213 -0.194
C 8.762 -12.988 43.696 0.791 -0.170 -0.306 -0.122
C 20.799 -13.333 43.778 0.174 -0.528 0.118 -0.204
O 11.969 -21.947 48.210 -0.132 -0.293 0.136 -0.172
H 8.226 -15.776 44.635 0.124 0.030 0.245 0.101
C 17.293 -18.392 47.239 -0.228 1.472 -0.311 -0.063
H 15.215 -20.352 43.193 0.296 0.038 -0.063 0.067
C 13.827 -21.838 49.672 0.410 -0.247 -0.145 -0.229
H 10.285 -24.423 43.603 0.018 -0.134 -0.409 0.079
H 11.964 -21.233 46.283 -0.091 0.138 0.022 0.073
H 5.435 -14.690 42.353 0.299 0.300 0.161 0.103
H 8.893 -11.972 44.086 -0.260 0.045 -0.068 0.074
O 12.167 -22.956 42.085 -0.275 -0.016 0.136 -0.072
H 10.827 -17.276 47.088 0.015 0.050 -0.044 0.026
H 17.503 -20.583 49.864 -0.063 -0.217 -0.144 0.083
H 21.735 -15.011 44.284 -0.093 -0.299 -0.058 0.111
C 16.453 -18.480 40.764 0.283 0.408 0.397 -0.059
H 15.491 -15.678 45.758 0.179 0.056 0.204 0.061
H 18.307 -16.011 43.578 0.151 -0.087 0.112 0.125
C 13.069 -21.153 48.570 0.356 0.837 -0.406 -0.240
H 24.201 -13.415 41.585 -0.073 0.119 0.034 0.090
H 14.211 -15.941 50.772 0.056 0.005 -0.078 0.085
H 14.430 -22.299 52.321 0.171 -0.065 -0.252 0.122
C 13.683 -22.920 51.816 -0.199 0.225 -0.027 -0.219
H 14.497 -20.200 39.914 0.017 0.032 0.058 0.083
H 5.743 -21.542 45.005 0.151 -0.188 -0.047 0.093
H 3.951 -18.500 43.184 0.250 0.202 -0.054 0.070
H 10.195 -18.057 45.203 0.010 -0.227 0.262 0.044
C 16.214 -15.656 44.950 0.088 -0.641 -1.248 -0.129
H 12.638 -16.031 43.692 -0.052 0.203 0.127 0.071
H 14.909 -13.140 50.907 -0.129 -0.030 -0.016 0.082
H 2.865 -13.564 41.637 0.137 -0.069 -0.159 0.122
C 8.311 -18.297 43.547 0.778 -1.077 0.597 -0.170
H 15.767 -19.641 44.780 0.359 -0.012 -0.327 0.070
H 2.202 -15.861 41.680 0.038 -0.120 0.167 0.122
H 12.501 -13.004 44.698 -0.069 0.020 -0.107 0.118
H 13.166 -17.140 46.547 -0.201 -0.040 -0.026 0.066
H 25.046 -12.625 42.896 -0.052 0.271 0.156 0.086
H 12.372 -18.598 43.992 -0.123 0.447 -0.401 0.106
C 11.313 -22.554 43.188 0.635 -0.575 -0.665 -0.486
C 10.065 -23.415 43.250 -0.471 0.491 0.755 -0.050
H 11.475 -15.823 45.067 0.229 0.074 0.041 0.084
H 16.691 -17.588 41.360 -0.192 -0.104 0.053 0.071
C 15.089 -18.332 40.093 0.990 -0.495 0.299 -0.484
H 13.743 -20.982 47.710 -0.070 -0.375 0.014 0.105
H 11.959 -11.300 46.487 0.077 -0.148 -0.015 0.123
H 5.567 -17.706 48.776 0.148 0.051 0.216 0.089
H 7.722 -6.196 46.198 -0.112 -0.071 -0.046 0.087
H 10.429 -20.700 43.797 0.204 0.009 0.112 0.071
H 12.493 -23.836 42.296 -0.010 -0.030 -0.154 0.080
C 5.253 -12.706 42.843 0.012 0.732 -0.537 -0.233
H 9.384 -23.000 44.006 0.140 0.015 0.012 0.076
H 10.706 -20.523 47.327 0.211 0.072 0.125 0.083
H 11.537 -7.400 46.221 0.022 -0.144 0.028 0.125
H 10.909 -18.320 49.065 -0.052 0.007 0.051 0.070
H 11.960 -20.536 42.907 -0.057 0.090 -0.144 0.063
C 24.094 -12.649 42.373 0.110 -0.707 -0.657 -0.123
O 18.236 -20.590 47.144 0.418 -0.008 0.236 -0.058
H 20.033 -16.285 45.209 0.243 0.042 -0.136 0.123
O 15.870 -21.810 46.144 0.229 0.186 -0.170 -0.067
H 6.682 -16.541 44.577 -0.056 -0.178 0.199 0.129
C 12.153 -17.839 44.753 -0.297 -0.182 1.298 -0.444
H 14.271 -17.558 45.257 -0.043 -0.145 -0.188 0.053
H 3.171 -14.127 43.251 -0.015 -0.363 -0.023 0.123
C 21.794 -12.936 42.711 -0.136 0.360 0.331 -0.237
H 13.800 -22.686 44.862 0.071 -0.113 -0.012 0.065
H 18.218 -14.278 43.866 -0.063 -0.086 0.055 0.113
C 6.719 -12.370 42.692 -0.313 -0.068 0.542 -0.225
H 14.698 -21.227 49.934 -0.321 0.072 0.265 0.097
H 14.270 -22.766 49.257 -0.155 0.003 0.008 0.126
H 11.926 -22.735 44.079 -0.426 0.383 0.218 0.103
C 11.536 -11.256 45.482 0.014 0.543 -0.285 -0.212
H 13.817 -18.842 41.799 -0.091 -0.171 -0.226 0.060
O 10.685 -16.656 47.827 0.032 -0.137 0.236 -0.156
C 10.939 -24.789 53.346 -0.411 -0.046 0.009 -0.127
H 9.213 -18.905 43.408 0.098 0.275 -0.147 0.085
H 12.203 -22.657 50.475 -0.065 0.120 0.104 0.108
C 7.639 -16.561 45.123 0.347 0.101 -1.148 -0.181
H 13.460 -11.542 44.526 -0.112 0.240 -0.049 0.127
C 7.153 -19.250 43.208 0.263 1.277 -0.760 -0.227
O 11.873 -11.719 43.197 0.155 0.003 -0.057 -0.212
H 14.173 -23.780 51.331 0.116 -0.034 0.292 0.123
H 10.722 -7.417 44.681 -0.181 -0.091 -0.008 0.123
H 16.296 -18.602 46.833 0.049 -0.527 0.208 0.067
H 21.098 -12.834 44.712 -0.190 0.200 -0.091 0.127
H 17.375 -20.934 46.853 0.140 0.000 -0.149 0.035
H 10.452 -9.451 46.937 0.067 -0.102 0.015 0.125
H 6.987 -12.384 41.630 0.157 0.027 0.021 0.129
C 10.271 -17.438 48.944 0.152 -0.029 -0.377 -0.143
H 9.496 -23.392 42.322 0.278 -0.251 -0.176 0.084
H 17.875 -18.033 46.386 0.261 -0.277 0.110 0.074
N 20.796 -14.791 43.967 0.405 0.559 -0.246 -0.058
H 10.951 -16.520 43.537 -0.009 0.026 -0.042 0.074
H 8.377 -17.439 42.881 -0.176 -0.033 -0.092 0.123
H 13.457 -15.522 47.970 0.032 -0.076 0.108 0.060
O 15.118 -13.544 50.060 0.091 0.234 -0.522 -0.049
H 16.699 -22.049 44.209 0.141 0.026 0.423 0.144
C 16.979 -19.997 49.107 -0.403 0.223 0.598 -0.059
H 12.833 -13.309 42.321 0.166 0.032 -0.035 0.081
H 8.619 -6.169 44.662 0.068 0.009 0.092 0.087
H 14.221 -20.409 44.640 0.013 0.195 -0.173 0.068
H 12.200 -12.082 41.234 0.169 0.229 -0.076 0.089
O 23.088 -13.021 43.275 0.001 0.046 0.220 -0.195
N 4.909 -13.870 42.063 -0.576 -0.690 0.055 -0.050
C 5.966 -21.053 44.060 -0.362 0.248 0.190 -0.090
H 11.410 -25.156 54.264 -0.034 0.172 0.103 0.087
H 13.091 -17.795 40.507 -0.234 -0.264 0.316 0.086
H 16.484 -19.177 49.645 0.323 0.160 -0.083 0.084
H 5.345 -16.009 48.408 0.217 0.166 -0.151 0.089
H 9.169 -13.680 44.434 -0.139 -0.039 0.060 0.077
C 3.488 -17.866 42.425 -0.106 -0.488 0.378 -0.126
O 6.491 -17.164 47.094 -0.018 0.043 -0.157 -0.183
H 6.931 -16.566 49.033 -0.017 -0.024 0.049 0.083
H 12.541 -15.679 50.237 0.052 0.035 0.022 0.065
H 3.674 -15.739 40.697 -0.110 0.009 -0.007 0.132
N 8.346 -17.853 44.952 -1.164 0.687 -0.044 -0.047
H 14.546 -14.291 47.427 0.313 0.169 0.166 0.075
H 4.706 -11.845 42.433 -0.095 -0.154 -0.009 0.124
H 13.401 -18.845 46.123 0.182 0.077 0.129 0.068
H 10.416 -20.950 42.074 0.262 -0.039 -0.178 0.092
H 13.340 -23.748 53.753 -0.199 -0.075 0.057 0.123
H 19.801 -12.997 43.499 0.030 0.038 -0.036 0.108
O 9.607 -6.886 46.352 -0.210 -0.118 -0.070 -0.188
C 11.268 -21.438 47.111 -0.086 0.118 -0.626 -0.107
H 15.914 -14.929 44.183 -0.032 0.392 0.283 0.089
C 15.750 -21.826 44.714 -0.313 -0.395 -0.689 -0.448
H 13.696 -11.750 42.213 -0.016 0.068 -0.186 0.091
H 10.338 -25.603 52.940 0.143 -0.012 -0.186 0.085
H 18.831 -19.168 48.531 0.319 -0.067 -0.422 0.137
H 9.375 -9.421 45.524 -0.020 -0.148 0.250 0.109
C 12.742 -23.382 52.907 0.134 0.125 -0.392 -0.241
H 17.142 -17.500 47.860 0.108 -0.128 0.096 0.081
H 5.012 -20.687 43.659 0.088 -0.013 -0.116 0.081
C 7.412 -16.238 46.556 0.139 0.491 0.509 -0.225
H 7.029 -15.210 46.638 -0.125 -0.065 -0.040 0.132
O 11.893 -24.394 52.401 0.284 0.000 -0.135 -0.188
C 10.600 -7.687 45.741 0.373 0.722 0.056 -0.237
H 12.762 -20.129 48.840 -0.249 -0.232 0.339 0.124
H 11.095 -9.870 44.126 0.174 0.189 -0.041 0.104
H 10.356 -16.834 49.844 -0.074 0.067 -0.012 0.070
H 9.234 -17.774 48.820 0.009 -0.003 0.120 0.068
O 11.067 -18.359 45.557 -0.142 0.310 -0.433 -0.111
O 6.835 -19.981 44.345 -0.161 -0.367 0.236 -0.189
H 15.156 -15.620 48.472 0.068 0.080 -0.085 0.085
H 10.552 -22.179 46.754 0.058 -0.155 0.206 0.087
N 11.409 -9.853 45.091 -0.373 -0.245 0.520 -0.053
N 12.987 -22.110 50.821 -0.019 -0.159 0.006 -0.047
H 10.556 -11.751 45.495 0.059 -0.157 0.098 0.100
C 3.276 -15.647 41.718 0.098 -0.178 -0.365 -0.236
H 10.253 -23.958 53.551 0.070 -0.031 0.299 0.089
C 13.956 -14.187 49.534 0.027 -0.556 0.606 -0.490
H 2.413 -17.918 42.644 -0.036 0.063 -0.340 0.091
H 16.489 -19.343 41.433 -0.063 -0.010 -0.039 0.065
H 14.205 -17.149 41.699 0.172 0.024 -0.138 0.073
C 13.453 -15.181 50.577 -0.334 0.024 0.007 -0.055
C 11.027 -21.093 42.969 -0.411 0.042 0.470 -0.047
C 10.384 -9.174 45.886 -0.115 0.192 -0.580 -0.214
C 12.433 -11.927 44.477 0.155 -0.628 0.314 -0.235
H 23.875 -11.706 41.862 0.079 0.154 0.246 0.086
H 17.279 -18.556 40.057 -0.219 -0.240 -0.221 0.078
H 9.383 -13.088 42.796 0.003 0.166 0.005 0.092
C 14.328 -14.937 48.277 -0.317 -0.059 -0.300 -0.061
```
Positions in Å, forces in eV/Å.

Lowest unoccupied orbital energy, eV: 0.488
E_HOMO, eV: -8.74
SMILES: COCCNCCOC.COCCNCCOC.COCCNCCOC.COCCNCCOC.COCCNCCOC.CC(C)O.CC(C)O.CC(C)O.CC(C)O.CC(C)O.CC(C)O.CO
Kohn-Sham gap, eV: 9.23
2S+1: 1

Record 4
The following is a quantum chemistry calculation of C12H22N3OPb as an isolated structure in a non-equilibrium geometry, from the OMol25 dataset.

XYZ file:
```
39
Properties=species:S:1:pos:R:3:forces:R:3:nbo_charge:R:1
H -3.226 3.143 0.263 -0.043 0.000 -0.307 0.203
H -0.096 -1.913 -2.842 -0.196 -0.507 -0.176 0.232
H -5.296 1.923 0.054 0.059 0.240 0.218 0.229
C 1.627 -2.938 -2.077 -0.497 -0.892 -0.115 -0.633
H 5.078 -0.083 -0.450 0.078 -0.531 -0.070 0.276
H 4.082 1.784 0.160 -0.360 0.420 -0.068 0.214
H -5.245 2.295 1.846 0.061 0.629 -0.356 0.233
H -1.271 2.860 1.669 -0.375 0.736 -0.106 0.250
H 1.789 2.663 -0.706 0.020 0.002 -0.132 0.232
H -1.031 -0.181 0.271 0.439 -0.437 0.839 0.499
H -2.629 1.511 0.259 -0.643 -0.335 -0.363 0.186
H 1.364 -3.919 -2.471 0.285 0.022 -0.820 0.218
C 0.277 -2.229 -1.868 1.207 0.476 -0.260 -0.391
C -2.235 2.507 2.035 -1.965 -1.107 -0.112 -0.514
H -1.957 1.494 2.329 -0.188 0.055 0.960 0.240
H 1.563 1.217 0.242 -0.210 -0.289 -0.233 0.217
O -0.563 -0.308 1.119 0.745 -0.574 1.684 -1.307
C -2.828 3.320 3.143 -0.489 2.062 2.945 0.269
H 0.433 -1.255 -1.405 -0.090 -0.080 0.624 0.216
N -3.213 3.985 4.056 1.431 -2.821 -3.878 -0.312
H -1.100 -3.979 -1.564 0.419 -0.102 -0.422 0.273
C -0.804 -3.022 -1.134 0.181 -0.073 -0.113 -0.540
C 2.001 1.595 -0.682 1.318 0.127 0.339 -0.625
H 2.284 -2.380 -2.745 -0.236 -0.167 -0.224 0.223
C 3.542 1.380 -0.697 -0.618 -1.578 -0.221 -0.353
H 2.250 -3.263 -1.244 -0.373 0.711 0.737 0.221
H -4.753 0.782 1.287 -0.303 -0.307 -0.200 0.199
C -0.362 -3.320 0.232 -0.107 0.561 0.994 0.492
C 3.363 -0.960 0.341 -2.407 -1.782 4.687 0.437
H 3.887 -0.750 -1.597 0.045 0.449 -0.348 0.259
H 1.590 1.137 -1.582 -0.273 -0.078 0.197 0.207
H 3.929 1.815 -1.618 0.276 -0.056 0.156 0.227
N 0.036 -3.462 1.311 -0.338 0.409 -0.693 -0.518
N 2.819 -1.502 1.260 1.771 2.330 -3.741 -0.500
C 4.016 -0.168 -0.684 -0.227 1.091 -0.104 -0.548
Pb 0.388 -1.395 2.900 -0.691 0.570 -3.408 1.696
C -4.750 1.831 0.993 1.529 -1.259 0.939 -0.621
C -3.252 2.206 0.821 0.928 2.124 0.237 -0.364
H -1.709 -2.422 -1.223 -0.167 -0.037 0.915 0.279
```
Positions in Å, forces in eV/Å.

Charge: +1
Lowest unoccupied orbital energy, eV: -4.853
E_HOMO, eV: -13.02
Relative energy (zero: lowest compared OMol25 entry of this formula, charge and spin), kcal/mol: 24.06
Kohn-Sham gap, eV: 8.17
2S+1: 1